# 1
{
  "formula": "C10H40N4O10",
  "method": "the ωB97M-V functional and the def2-TZVPD basis",
  "species": ["C", "O", "H", "H", "H", "H", "C", "O", "H", "H", "H", "H", "C", "O", "H", "H", "H", "H", "C", "O", "H", "H", "H", "H", "C", "O", "H", "H", "H", "H", "C", "O", "H", "H", "H", "H", "C", "O", "H", "H", "H", "H", "C", "O", "H", "H", "H", "H", "C", "O", "N", "N", "H", "H", "H", "H", "C", "O", "N", "N", "H", "H", "H", "H"],
  "positions_angstrom": [[15.0443, 0.9327, 21.0147], [15.1711, 1.4687, 19.7687], [15.8662, 0.2529, 21.2397], [14.8978, 1.5218, 21.9200], [14.2281, 0.2167, 20.9184], [15.0890, 0.7949, 19.0899], [12.4487, 0.6444, 26.1335], [13.0642, -0.3144, 26.8898], [13.1230, 1.0875, 25.4006], [11.6716, 0.1890, 25.5197], [12.0589, 1.4460, 26.7608], [12.4073, -0.5731, 27.5403], [10.0670, -1.6617, 22.2068], [10.9027, -2.3438, 21.2288], [9.6221, -0.8407, 21.6445], [9.2678, -2.2952, 22.5916], [10.5287, -1.2293, 23.0945], [11.2273, -3.1687, 21.5972], [9.9810, 2.8359, 17.7584], [8.9433, 3.5947, 18.2236], [9.8801, 1.9042, 18.3150], [9.9073, 2.7824, 16.6722], [10.9239, 3.2743, 18.0855], [8.2232, 3.0750, 18.5882], [7.1647, 2.5934, 22.6067], [8.1747, 2.8304, 21.6001], [6.4077, 3.3656, 22.7439], [6.7143, 1.6242, 22.3924], [7.7300, 2.6202, 23.5382], [7.8022, 2.7529, 20.7187], [11.9550, -0.2934, 18.6237], [12.1616, 0.1258, 17.2856], [10.8953, -0.5423, 18.6792], [12.4737, -1.2460, 18.7309], [12.2376, 0.4819, 19.3359], [13.1046, 0.2722, 17.1815], [8.8505, -0.3815, 27.0800], [8.8346, 0.1315, 25.7588], [9.3466, -1.3516, 27.1098], [9.4640, 0.3265, 27.6373], [7.8254, -0.5308, 27.4189], [7.9343, 0.0586, 25.4337], [11.5030, 5.4990, 20.2377], [10.1062, 5.4767, 20.5366], [11.7793, 6.5434, 20.0926], [12.0773, 4.9693, 20.9977], [11.7487, 4.9261, 19.3436], [9.5926, 5.3208, 19.7406], [8.6517, 4.1253, 26.7820], [7.6123, 3.7007, 26.2257], [8.8110, 5.3059, 27.3087], [9.7208, 3.3904, 26.8877], [9.7387, 5.4328, 27.6873], [8.0087, 5.9116, 27.4067], [9.6756, 2.4476, 26.5284], [10.6211, 3.7059, 27.2194], [11.2731, 1.7408, 22.4393], [12.3979, 1.4394, 22.8683], [11.0222, 2.2332, 21.2197], [10.2487, 1.9080, 23.1282], [11.7119, 2.1584, 20.4857], [10.0322, 2.4262, 21.1668], [9.3255, 2.1399, 22.7906], [10.3639, 1.3389, 23.9546]],
  "nbo_charge": [-0.244, -0.726, 0.138, 0.213, 0.158, 0.462, -0.246, -0.706, 0.212, 0.155, 0.130, 0.455, -0.255, -0.728, 0.178, 0.160, 0.178, 0.466, -0.233, -0.739, 0.167, 0.177, 0.171, 0.460, -0.266, -0.748, 0.195, 0.170, 0.207, 0.474, -0.251, -0.728, 0.184, 0.174, 0.164, 0.456, -0.246, -0.744, 0.165, 0.172, 0.180, 0.476, -0.250, -0.743, 0.167, 0.189, 0.155, 0.480, 0.752, -0.714, -0.816, -0.829, 0.385, 0.419, 0.416, 0.384, 0.756, -0.722, -0.855, -0.823, 0.401, 0.402, 0.409, 0.398],
  "spin_multiplicity": 1,
  "e_above_lowest_ev": 2.893,
  "total_charge": 0,
  "orbital_gap_ha": 0.3445,
  "smiles": "NC(N)=O.NC(N)=O.CO.CO.CO.CO.CO.CO.CO.CO"
}


# 2
{
  "formula": "C21H22N2O6S",
  "method": "the ωB97M-V functional and the def2-TZVPD basis",
  "species": ["C", "H", "O", "C", "C", "C", "C", "C", "C", "O", "C", "H", "H", "H", "H", "S", "O", "O", "N", "C", "C", "C", "C", "C", "C", "H", "H", "C", "O", "N", "H", "C", "C", "C", "C", "C", "O", "H", "H", "H", "H", "H", "H", "H", "C", "H", "H", "H", "H", "H", "H", "H"],
  "positions_angstrom": [[-1.0716, 3.2508, 2.7734], [-1.5826, 4.1477, 3.1191], [0.0547, 3.7098, 2.0640], [0.9020, 2.7994, 1.5284], [0.7404, 1.4233, 1.5916], [1.6688, 0.5742, 1.0021], [2.7549, 1.1168, 0.3582], [2.9443, 2.4876, 0.2744], [2.0303, 3.3450, 0.8624], [2.1117, 4.6963, 0.8556], [3.2353, 5.2933, 0.2499], [3.2790, 5.0734, -0.8214], [4.1663, 4.9695, 0.7242], [3.1079, 6.3648, 0.3937], [3.8245, 2.8412, -0.2358], [3.8785, 0.0481, -0.5254], [5.0574, 0.7768, -0.8865], [4.0282, -1.1877, 0.1744], [3.0145, -0.2229, -1.9600], [1.8251, -0.9482, -1.8324], [1.8840, -2.2558, -1.3475], [0.7301, -2.9955, -1.2030], [-0.5129, -2.4579, -1.5323], [-0.5671, -1.1669, -2.0451], [0.5864, -0.4205, -2.1967], [0.5143, 0.5772, -2.6001], [-1.5089, -0.7392, -2.3591], [-1.7191, -3.3158, -1.3573], [-1.6918, -4.5231, -1.4806], [-2.8581, -2.6383, -1.0530], [-2.8132, -1.6523, -0.8534], [-4.1017, -3.3225, -0.7547], [-4.5387, -3.0753, 0.6510], [-5.3965, -2.1540, 1.1807], [-5.3845, -2.3602, 2.5817], [-4.5164, -3.3849, 2.7968], [-4.0005, -3.8200, 1.6384], [-4.1968, -3.8779, 3.6933], [-5.9449, -1.8218, 3.3180], [-5.9726, -1.4294, 0.6418], [-3.9014, -4.3868, -0.9079], [-4.8836, -2.9881, -1.4445], [0.7706, -4.0105, -0.8382], [2.8412, -2.6690, -1.0789], [3.0505, 0.9150, -2.8486], [2.4560, 1.7603, -2.4824], [2.6925, 0.6145, -3.8324], [4.0915, 1.2219, -2.9182], [1.5578, -0.4961, 1.0537], [-0.1072, 0.9959, 2.1016], [-0.7832, 2.6426, 3.6362], [-1.7455, 2.6751, 2.1309]],
  "nbo_charge": [-0.254, 0.205, -0.489, 0.354, -0.306, -0.196, -0.357, -0.284, 0.251, -0.478, -0.253, 0.176, 0.182, 0.204, 0.251, 2.331, -0.938, -0.924, -0.661, 0.133, -0.219, -0.150, -0.153, -0.196, -0.207, 0.213, 0.210, 0.660, -0.614, -0.605, 0.396, -0.277, 0.259, -0.308, -0.320, 0.092, -0.390, 0.205, 0.228, 0.224, 0.262, 0.210, 0.238, 0.250, -0.431, 0.184, 0.218, 0.245, 0.244, 0.226, 0.180, 0.176],
  "spin_multiplicity": 1,
  "e_above_lowest_ev": 2.088,
  "total_charge": 0,
  "orbital_gap_ha": 0.3265,
  "smiles": "COc1ccc(S(=O)(=O)N(C)c2ccc(C(=O)NCc3ccco3)cc2)cc1OC"
}


# 3
{
  "formula": "C8H22N2O2Sn",
  "method": "the ωB97M-V functional and the def2-TZVPD basis",
  "species": ["Sn", "C", "C", "C", "O", "C", "N", "H", "H", "H", "H", "H", "H", "H", "H", "H", "H", "H", "C", "C", "C", "O", "C", "N", "H", "H", "H", "H", "H", "H", "H", "H", "H", "H", "H"],
  "positions_angstrom": [[0.8400, -0.6963, -2.8055], [4.2568, -0.9828, 3.4981], [3.7922, -1.3267, 2.0463], [4.2154, -2.7225, 1.6466], [3.8576, -2.9609, 0.3103], [4.6273, -3.9388, -0.2934], [2.3517, -1.1948, 1.9513], [3.6914, -1.5538, 4.2345], [3.8766, 0.0029, 3.7662], [5.3317, -1.0194, 3.6754], [4.2120, -0.6619, 1.2913], [3.7709, -3.4633, 2.3112], [5.2974, -2.8051, 1.7488], [4.5472, -4.8728, 0.2627], [5.6692, -3.6373, -0.4018], [4.3150, -4.1870, -1.3078], [1.8472, -1.9744, 2.3487], [2.0329, -0.4349, 2.5352], [-4.5552, 3.9579, -2.5508], [-3.6233, 2.9246, -1.9934], [-4.3656, 1.6961, -1.4649], [-3.4305, 0.9992, -0.6486], [-4.0711, 0.3356, 0.3898], [-2.6751, 2.5813, -3.0540], [-5.2483, 4.3331, -1.7978], [-5.1380, 3.4444, -3.3155], [-4.0571, 4.8435, -2.9454], [-3.0968, 3.4146, -1.1744], [-4.7256, 1.2257, -2.3798], [-5.2517, 2.0211, -0.9196], [-4.6050, 1.0474, 1.0194], [-3.3499, -0.2128, 0.9958], [-4.8764, -0.3331, 0.0858], [-2.1903, 3.4544, -3.2047], [-3.2726, 2.6970, -3.8600]],
  "nbo_charge": [1.536, -0.625, -0.076, -0.072, -0.536, -0.258, -0.723, 0.223, 0.221, 0.247, 0.201, 0.181, 0.197, 0.188, 0.185, 0.184, 0.373, 0.375, -0.629, -0.080, -0.076, -0.531, -0.255, -0.769, 0.242, 0.204, 0.227, 0.201, 0.179, 0.197, 0.180, 0.189, 0.180, 0.362, 0.360],
  "spin_multiplicity": 1,
  "total_charge": 2,
  "orbital_gap_ha": 0.1041
}


# 4
{
  "formula": "C8H11N4O3",
  "method": "the ωB97M-V functional and the def2-TZVPD basis",
  "species": ["C", "C", "C", "C", "C", "C", "C", "C", "N", "N", "N", "N", "O", "O", "O", "H", "H", "H", "H", "H", "H", "H", "H", "H", "H", "H"],
  "positions_angstrom": [[-3.7003, 2.0775, 1.0129], [-0.7816, -2.1631, 0.0387], [1.2216, 0.9074, 0.2306], [0.0274, 1.2057, -0.6795], [0.8581, -0.4649, 0.8504], [-0.1429, -0.0770, -1.3285], [-3.8190, 0.8826, 0.2436], [-0.0850, -1.0939, -0.2056], [-4.4028, 0.6764, -0.9372], [-4.2688, -0.5650, -1.2573], [-3.2375, -0.2376, 0.6603], [-3.5728, -1.1079, -0.2521], [-1.7005, -2.7912, -0.7500], [-4.1423, 3.1910, 0.7173], [-0.4775, -2.8965, 1.2346], [-3.0812, 1.8462, 1.9553], [2.0463, 0.8457, -0.4765], [1.5028, 1.6716, 0.9148], [-0.9322, 1.4685, -0.0342], [0.2545, 1.9252, -1.3955], [1.8413, -0.9276, 1.1145], [0.3176, -0.3704, 1.7860], [-1.0571, -0.2448, -1.9644], [0.5966, -0.2201, -2.0145], [-1.1276, -3.6589, 1.4019], [-2.5016, -2.3164, -0.6301]],
  "nbo_charge": [0.397, 0.598, -0.395, -0.387, -0.414, -0.419, 0.034, -0.165, -0.280, -0.117, -0.273, -0.229, -0.740, -0.560, -0.745, 0.109, 0.175, 0.198, 0.202, 0.196, 0.198, 0.215, 0.228, 0.189, 0.485, 0.497],
  "spin_multiplicity": 1,
  "e_above_lowest_ev": 0.599,
  "total_charge": -1,
  "orbital_gap_ha": 0.3112
}


# 5
{
  "formula": "C16H23O4PdS",
  "method": "the ωB97M-V functional and the def2-TZVPD basis",
  "species": ["Pd", "C", "C", "C", "H", "C", "C", "H", "H", "H", "H", "C", "C", "C", "H", "C", "C", "H", "H", "H", "H", "O", "C", "C", "C", "C", "C", "H", "H", "H", "H", "H", "H", "H", "H", "H", "H", "C", "S", "O", "O", "O", "H", "H", "H"],
  "positions_angstrom": [[0.0666, 0.1709, 1.0221], [1.9725, 0.6469, 2.1729], [2.3279, -0.2103, 1.0746], [2.2122, 0.5401, -0.1385], [2.6998, -1.2334, 1.1638], [1.7320, 1.8269, 0.1904], [1.6052, 1.9191, 1.6141], [1.3227, 2.7938, 2.1906], [1.9706, 0.3706, 3.2244], [2.5367, 0.2150, -1.1197], [1.5562, 2.6323, -0.5342], [-2.0651, 0.5824, 1.6394], [-1.3427, 1.7787, 2.0126], [-1.0226, 2.4782, 0.7980], [-1.1250, 2.0840, 3.0293], [-1.4857, 1.7193, -0.3008], [-2.1096, 0.5347, 0.1927], [-2.6424, -0.2022, -0.3905], [-2.5099, -0.1337, 2.3156], [-0.5621, 3.4588, 0.7367], [-1.4631, 2.0187, -1.3466], [0.0390, -1.1215, -0.4954], [-0.1812, -0.1657, -3.7566], [0.4336, -1.4229, -3.2007], [0.6078, 1.0617, -3.4849], [-1.6596, -0.1389, -3.6080], [0.4710, -1.8457, -1.5810], [1.5144, -1.4756, -3.4709], [-0.1215, -2.2967, -3.6107], [-0.1324, -2.7686, -1.4502], [1.5034, -2.1660, -1.3184], [0.8037, 1.7485, -4.3179], [1.5908, 0.7639, -3.0760], [0.0940, 1.6525, -2.6997], [-2.2613, -0.2758, -4.5057], [-1.9965, 0.7976, -3.1351], [-1.9183, -0.9591, -2.9220], [-0.5037, -1.3472, 4.0568], [-0.0732, -2.5036, 2.7887], [1.3743, -2.4495, 2.6215], [-0.6037, -3.8234, 3.1030], [-0.8564, -1.8897, 1.6535], [-0.1274, -1.7225, 5.0056], [-1.5899, -1.2763, 4.0378], [-0.0810, -0.3666, 3.8195]],
  "lowdin_spin": [1.365, 0.093, 0.095, 0.226, 0.004, 0.079, 0.171, 0.006, 0.003, 0.010, 0.002, 0.045, 0.152, 0.043, 0.006, 0.110, 0.116, 0.008, 0.002, 0.001, 0.007, 0.331, 0.577, 0.067, 0.089, 0.085, 0.087, 0.007, 0.011, 0.022, 0.005, 0.021, 0.000, 0.019, 0.022, 0.008, 0.009, -0.003, 0.005, -0.002, 0.009, 0.090, 0.000, 0.000, -0.001],
  "spin_multiplicity": 5,
  "e_above_lowest_ev": 0.000,
  "total_charge": -1,
  "orbital_gap_ha": [0.2697, 0.2139]
}


# 6
{
  "formula": "C3H12N3O",
  "method": "the ωB97M-V functional and the def2-TZVPD basis",
  "species": ["C", "C", "C", "N", "N", "N", "O", "H", "H", "H", "H", "H", "H", "H", "H", "H", "H", "H", "H"],
  "positions_angstrom": [[0.6965, -1.5521, -0.3551], [-0.2736, 0.7430, -1.4620], [0.0260, 0.2626, -0.0187], [-1.2856, 0.2047, 0.6659], [1.0048, 0.9507, 0.6594], [0.8725, 0.7339, 2.0052], [-1.6171, 0.2873, -1.7103], [1.6412, -1.6611, 0.1369], [0.0148, -2.1895, 0.3394], [0.6606, -1.7137, -1.4232], [0.3471, 0.1394, -2.2027], [-0.2513, 1.7621, -1.6005], [-1.5435, 1.1475, 0.9395], [-1.2612, -0.6868, 1.3154], [1.9079, 0.8720, 0.2965], [1.1691, -0.2058, 2.3281], [-1.8791, -0.1039, -0.1644], [1.2478, 1.4634, 2.6018], [-1.4770, -0.4538, -2.3513]],
  "nbo_charge": [-0.644, -0.104, 0.318, -0.745, -0.478, -0.700, -0.724, 0.222, 0.199, 0.216, 0.202, 0.210, 0.458, 0.474, 0.378, 0.346, 0.472, 0.395, 0.507],
  "spin_multiplicity": 1,
  "e_above_lowest_ev": 5.206,
  "total_charge": 1,
  "orbital_gap_ha": 0.3554
}


# 7
{
  "formula": "C20H24ClNO3S",
  "method": "the ωB97M-V functional and the def2-TZVPD basis",
  "species": ["O", "C", "N", "H", "C", "C", "H", "C", "C", "C", "C", "H", "C", "H", "H", "H", "H", "H", "H", "H", "H", "H", "H", "H", "C", "C", "C", "C", "O", "C", "H", "H", "S", "O", "C", "C", "C", "C", "C", "C", "C", "H", "H", "H", "H", "Cl", "H", "H", "H", "H"],
  "positions_angstrom": [[-3.0950, -2.9198, -0.7132], [-2.1555, -2.2112, -0.3977], [-2.1639, -0.8645, -0.4912], [-1.3825, -0.3373, -0.1365], [-3.3398, -0.1439, -0.9243], [-4.2612, 0.2292, 0.2494], [-4.9708, 0.9768, -0.1070], [-3.5713, 0.7267, 1.5206], [-2.5127, 1.8238, 1.3436], [-2.7002, 2.7332, 0.1289], [-2.1257, 2.1427, -1.1588], [-2.0141, 2.9460, -1.8920], [-2.9762, 1.0526, -1.8078], [-2.4429, 0.6805, -2.6865], [-3.9119, 1.4944, -2.1572], [-1.1231, 1.7611, -0.9554], [-3.7550, 2.9754, -0.0052], [-2.1744, 3.6711, 0.3258], [-2.5157, 2.4389, 2.2467], [-1.5197, 1.3739, 1.2818], [-3.1077, -0.1232, 2.0267], [-4.3595, 1.0964, 2.1809], [-4.8352, -0.6588, 0.5225], [-3.8941, -0.8556, -1.5501], [-0.8931, -2.7848, 0.1025], [-0.5947, -4.0922, 0.3838], [0.7429, -4.1079, 0.8264], [1.1775, -2.8095, 0.7931], [0.1887, -2.0024, 0.3484], [2.5030, -2.2390, 1.0732], [2.4586, -1.2027, 1.3968], [3.0453, -2.8373, 1.8021], [3.5745, -2.3132, -0.4794], [4.9172, -1.9560, -0.0348], [2.8620, -0.7645, -1.2938], [3.4794, 0.4392, -0.6922], [2.8062, 1.2941, 0.1775], [3.4376, 2.3702, 0.7763], [4.7788, 2.5992, 0.5260], [5.4717, 1.7636, -0.3328], [4.8265, 0.7006, -0.9359], [5.3680, 0.0500, -1.6039], [6.5175, 1.9382, -0.5322], [5.2746, 3.4320, 1.0002], [2.8811, 3.0176, 1.4367], [1.1240, 1.0567, 0.5212], [3.1294, -0.8663, -2.3445], [1.7835, -0.8134, -1.1762], [1.3119, -4.9598, 1.1367], [-1.2635, -4.9208, 0.2809]],
  "nbo_charge": [-0.618, 0.636, -0.618, 0.405, -0.061, -0.412, 0.201, -0.408, -0.391, -0.409, -0.405, 0.212, -0.396, 0.211, 0.204, 0.193, 0.197, 0.210, 0.212, 0.182, 0.205, 0.208, 0.224, 0.236, 0.152, -0.226, -0.301, 0.265, -0.409, -0.640, 0.249, 0.256, 1.259, -0.967, -0.620, -0.131, 0.071, -0.267, -0.191, -0.211, -0.144, 0.226, 0.219, 0.219, 0.227, -0.029, 0.240, 0.253, 0.233, 0.245],
  "spin_multiplicity": 1,
  "e_above_lowest_ev": 0.053,
  "total_charge": 0,
  "orbital_gap_ha": 0.3423
}


# 8
{
  "formula": "C5H8O",
  "method": "the ωB97M-V functional and the def2-TZVPD basis",
  "species": ["C", "C", "C", "C", "C", "O", "H", "H", "H", "H", "H", "H", "H", "H"],
  "positions_angstrom": [[1.6086, 0.8258, -1.0905], [0.3604, 0.6511, -0.2966], [0.1225, -0.4280, 0.7699], [-0.9882, -0.8407, 0.1383], [-0.9638, 0.3224, -0.8083], [-0.6716, 1.5849, -0.0817], [1.9875, -0.1715, -1.3629], [2.3735, 1.3314, -0.4996], [1.4041, 1.3781, -2.0137], [-0.9139, -1.6707, 2.5238], [0.4523, -0.5152, 1.8029], [-1.7151, -1.6195, 0.3108], [-1.5779, -1.3768, 2.3449], [-1.4783, 0.5286, -1.7373]],
  "nbo_charge": [-0.633, 0.226, -0.201, -0.195, -0.032, -0.478, 0.228, 0.218, 0.227, -0.015, 0.219, 0.213, 0.013, 0.210],
  "spin_multiplicity": 1,
  "e_above_lowest_ev": 5.023,
  "total_charge": 0,
  "orbital_gap_ha": 0.3729,
  "smiles": "C[C@]12C=C[C@H]1O2.[H][H]"
}


Number 1: E_tot -37449.919 eV. Number 2: E_tot -48233.062 eV. Number 3: E_tot -21536.099 eV. Number 4: E_tot -20576.644 eV. Number 5: E_tot -39463.394 eV. Number 6: E_tot -9813.608 eV. Number 7: E_tot -52119.733 eV. Number 8: E_tot -7357.232 eV.